# 1
Below is a gas-phase ion, C4H8N3 (charge +1) in a non-equilibrium geometry, with properties calculated with ωB97M-V/def2-TZVPD.

Element x y z (Å)
C 0.023 -1.157 2.636
N -0.022 -1.088 1.394
C 0.094 -0.408 0.293
N 1.136 -0.650 -0.528
N 1.270 -0.173 -1.892
C -0.209 0.644 -1.701
C -1.088 0.519 -0.125
H -0.368 -2.042 3.127
H 0.451 -0.376 3.261
H 1.846 -1.308 -0.217
H 2.015 0.522 -1.936
H -0.024 1.691 -1.908
H -0.846 0.201 -2.453
H -1.120 1.466 0.386
H -2.027 0.017 -0.278

Forces on atoms 1 to 3 (eV/Å):
C 0.1 0.0 0.5
N -0.1 -0.5 -0.1
C -0.1 0.2 -0.1

Values from the calculation:
Charge: +1
Largest force on an atom in Eh/bohr: 0.130
HOMO energy in eV: -13.941
LUMO level in eV: -4.11
Structure (SMILES): C=NC1=[NH+]NCC1
Total energy in eV: -8737.4296
Frontier orbital gap in eV: 9.8

***

# 2
Below is a gas-phase ion, C4H8N3O (charge +1) in a non-equilibrium geometry, with properties calculated with ωB97M-V/def2-TZVPD.

Element x y z (Å)
C 2.510 0.144 -0.455
O 1.496 0.260 0.488
N 0.316 -0.389 0.126
N 0.212 -1.702 0.212
C -0.986 -2.013 -0.109
N -1.817 -0.972 -0.399
C -0.954 0.092 -0.283
C -1.238 1.545 -0.528
H 2.958 -0.907 -0.554
H 3.324 0.741 -0.010
H 2.115 0.677 -1.451
H -1.380 -2.993 -0.107
H -2.786 -0.804 -0.674
H -0.264 1.865 -0.733
H -1.559 2.054 0.313
H -1.952 1.578 -1.323

Forces on atoms 1 to 3 (eV/Å):
C 1.4 0.3 -2.9
O -3.0 -0.4 1.1
N -3.6 0.7 -1.3

Values from the calculation:
Charge: +1
Largest force on an atom in Eh/bohr: 0.093
HOMO energy in eV: -15.142
LUMO level in eV: -3.80
Structure (SMILES): COn1nc[nH+]c1C
Total energy in eV: -10785.7011
Frontier orbital gap in eV: 11.3

***

# 3
Below is a gas-phase ion, C4H8N3O (charge +1) in a non-equilibrium geometry, with properties calculated with ωB97M-V/def2-TZVPD.

Element x y z (Å)
C 0.525 0.847 1.411
C 1.422 -0.476 -0.285
C -0.851 0.790 1.188
C -1.524 0.819 -0.016
N 1.437 0.516 0.534
N 0.621 -1.517 -0.118
N -1.006 1.136 -1.193
O 0.793 -2.741 -0.722
H 0.897 1.191 2.370
H 2.107 -0.491 -1.125
H -2.588 0.607 -0.009
H -1.472 0.831 2.070
H -1.602 1.243 -1.998
H 0.082 -1.643 0.730
H -0.076 1.529 -1.255
H 1.235 -2.644 -1.582

Forces on atoms 1 to 3 (eV/Å):
C -0.3 0.1 1.5
C 0.2 -0.2 -0.5
C -0.1 0.1 1.0

Values from the calculation:
Charge: +1
Multiplicity: 3
Largest force on an atom in Eh/bohr: 0.039
HOMO energy (alpha / beta) in eV: -10.975 / -13.821
LUMO level (alpha / beta) in eV: -3.11 / -7.29
Total energy in eV: -10783.9135
⟨S²⟩: 2.01
Frontier orbital gap (alpha / beta) in eV: 7.9 / 6.5

***

# 4
Below is a gas-phase ion, C4H8N3O (charge +1) in a non-equilibrium geometry, with properties calculated with ωB97M-V/def2-TZVPD.

Element x y z (Å)
C 0.973 -0.701 1.728
C 0.785 0.251 -0.235
C 1.188 1.086 -1.309
C -2.026 -0.678 -0.361
N -0.258 -0.928 1.356
N -0.426 -0.336 0.143
N 1.643 0.020 0.727
O -2.902 -0.587 0.680
H 1.507 -1.028 2.589
H 0.660 0.845 -2.266
H 2.337 1.076 -1.418
H 1.026 2.215 -1.083
H -1.900 -1.683 -0.675
H -2.101 0.038 -1.170
H 2.633 0.074 0.536
H -3.138 0.335 0.758

Forces on atoms 1 to 3 (eV/Å):
C 2.8 1.6 -2.8
C 0.9 1.5 -4.2
C 0.5 2.2 -1.5

Values from the calculation:
Charge: +1
Multiplicity: 3
Largest force on an atom in Eh/bohr: 0.129
HOMO energy (alpha / beta) in eV: -10.034 / -16.006
LUMO level (alpha / beta) in eV: -3.43 / -8.00
Total energy in eV: -10782.7803
⟨S²⟩: 2.01
Frontier orbital gap (alpha / beta) in eV: 6.6 / 8.0

***

# 5
Below is a molecular structure, C4H8N3O2 in a non-equilibrium geometry, with properties calculated with ωB97M-V/def2-TZVPD.

Element x y z (Å)
C 0.044 -0.263 -0.232
C 2.053 1.441 0.390
C -2.846 -1.188 -0.543
C -1.189 0.374 0.278
N -0.727 0.519 -1.065
N 2.698 -0.904 0.364
N 1.847 0.019 0.227
O 3.923 -0.554 0.403
O -2.423 -0.329 0.458
H 2.961 2.003 -0.141
H 1.091 1.838 0.085
H 2.205 1.513 1.459
H -2.804 -0.709 -1.512
H -3.878 -1.407 -0.370
H -2.171 -2.117 -0.628
H -0.970 1.184 1.030
H 0.185 -1.418 -0.205

Forces on atoms 1 to 3 (eV/Å):
C -0.9 -3.3 -0.4
C 2.1 0.4 -0.6
C 1.8 -0.8 -1.0

Values from the calculation:
Charge: -1
Largest force on an atom in Eh/bohr: 0.067
HOMO energy in eV: -4.231
LUMO level in eV: 3.84
Total energy in eV: -12838.1394
Frontier orbital gap in eV: 8.1

***

# 6
Below is a gas-phase ion, C4H8N3O2 (charge +1) in a non-equilibrium geometry, with properties calculated with ωB97M-V/def2-TZVPD.

Element x y z (Å)
C -0.156 2.019 -0.124
N -0.139 0.573 0.110
C -1.406 -0.102 -0.138
C -1.019 -1.588 0.144
N 0.466 -1.548 -0.140
C 0.849 -0.290 0.072
N 2.310 0.125 0.061
O 2.573 1.286 0.152
O 3.000 -0.814 -0.031
H 0.788 2.383 0.170
H -0.403 2.346 -1.129
H -0.881 2.265 0.681
H -1.788 -0.058 -1.122
H -2.291 0.158 0.530
H -1.327 -1.898 1.145
H -1.415 -2.427 -0.521
H 0.839 -2.431 0.141

Forces on atoms 1 to 3 (eV/Å):
C -0.7 -0.2 2.2
N 0.1 -0.3 -1.5
C -1.7 -2.6 2.1

Values from the calculation:
Charge: +1
Largest force on an atom in Eh/bohr: 0.073
HOMO energy in eV: -15.193
LUMO level in eV: -5.56
Structure (SMILES): CN1CC[NH+]=C1[N+](=O)[O-]
Total energy in eV: -12831.9429
Frontier orbital gap in eV: 9.6

***

# 7
Below is 2 unconnected molecules or ions with the total composition C4H8N3O2 in a non-equilibrium geometry, with properties calculated with ωB97M-V/def2-TZVPD.

Element x y z (Å)
C -2.645 0.804 2.160
C 1.268 -1.020 -1.606
C -0.492 1.348 1.777
C 1.710 -0.728 -3.041
N -2.049 -0.193 1.577
N -1.610 1.745 2.447
N -0.766 0.175 1.220
O 2.025 -1.994 -1.141
O 0.344 -0.460 -0.979
H -3.778 0.805 2.452
H -0.154 -0.286 0.653
H 0.498 1.666 1.729
H 2.743 -0.354 -3.137
H 1.719 -1.655 -3.494
H 1.113 0.009 -3.431
H -1.666 2.531 3.114
H 1.742 -2.391 -0.300

Forces on atoms 1 to 3 (eV/Å):
C 1.4 -0.3 1.0
C -0.6 1.4 0.0
C -2.4 -1.9 0.5

Values from the calculation:
Charge: +1
Largest force on an atom in Eh/bohr: 0.149
HOMO energy in eV: -14.552
LUMO level in eV: -3.52
Total energy in eV: -12835.7346
Frontier orbital gap in eV: 11.0

***

# 8
Below is 3 unconnected molecules or ions with the total composition C4H8N4 in a non-equilibrium geometry, with properties calculated with ωB97M-V/def2-TZVPD.

Element x y z (Å)
C 0.129 0.832 -0.235
C -1.408 1.333 -0.604
C -1.131 -0.189 -0.299
C 0.991 -0.378 -0.343
H -0.998 1.233 2.154
H 1.625 1.151 1.633
H -1.686 1.805 0.277
H -1.852 1.534 -1.568
H -0.935 -0.715 -1.199
H -1.621 -1.689 1.034
H 0.955 -1.834 1.509
H 2.372 -1.374 -1.659
N 0.232 1.440 1.129
N -0.954 -0.844 0.746
N 0.504 -1.446 0.594
N 1.739 -0.535 -1.512

Forces on atoms 1 to 3 (eV/Å):
C -2.5 1.2 2.9
C 2.8 -4.5 -0.3
C -1.1 5.5 -6.8

Values from the calculation:
Largest force on an atom in Eh/bohr: 0.252
HOMO energy in eV: -8.093
LUMO level in eV: -0.23
Total energy in eV: -10225.0406
Frontier orbital gap in eV: 7.9

***

# 9
Below is a molecular structure, C4H8N4 in a non-equilibrium geometry, with properties calculated with ωB97M-V/def2-TZVPD.

Element x y z (Å)
C -0.068 -3.649 1.328
C -0.002 -0.555 -0.513
C -0.190 0.452 0.264
C 0.375 3.678 -1.342
H -1.073 -3.907 1.691
H 0.673 -4.253 2.098
H 0.139 -3.994 0.345
H 0.823 -0.426 -1.539
H -0.655 0.286 1.244
H -0.514 2.475 0.670
H 1.127 4.170 -0.216
H 0.508 4.239 -2.257
N -0.116 -2.065 1.315
N -0.054 -1.949 -0.095
N -0.133 1.842 -0.038
N 0.058 2.437 -1.247

Forces on atoms 1 to 3 (eV/Å):
C 0.3 0.2 3.7
C 4.6 -3.1 -4.5
C -2.1 4.1 1.2

Values from the calculation:
Largest force on an atom in Eh/bohr: 0.161
HOMO energy in eV: -8.255
LUMO level in eV: -0.30
Total energy in eV: -10230.5257
Frontier orbital gap in eV: 8.0

***

# 10
Below is C4H8N4 in the gas phase in a non-equilibrium geometry, with properties calculated with ωB97M-V/def2-TZVPD.

Element x y z (Å)
C -0.723 -1.340 1.318
N -0.583 -0.835 -0.022
N 0.495 -1.571 -0.706
C 1.001 -0.656 -1.709
C 0.759 0.589 -1.352
C -0.092 0.439 -0.099
N -0.428 1.163 0.846
N -0.142 2.582 0.342
H -1.367 -2.323 1.224
H 0.131 -1.571 2.046
H -1.360 -0.532 1.741
H 0.192 -2.486 -1.104
H 1.802 -0.845 -2.448
H 1.119 1.605 -1.778
H 0.425 2.815 1.161
H -1.231 2.968 0.541

Forces on atoms 1 to 3 (eV/Å):
C -2.8 -1.8 1.4
N 3.3 -2.9 -1.1
N 0.1 -1.0 -2.3

Values from the calculation:
Largest force on an atom in Eh/bohr: 0.088
HOMO energy in eV: -8.191
LUMO level in eV: 1.00
Structure (SMILES): Cn1[nH]cc/c1=N\N
Total energy in eV: -10233.7801
Frontier orbital gap in eV: 9.2

***

# 11
Below is C4H8N4 in the gas phase in a non-equilibrium geometry, with properties calculated with ωB97M-V/def2-TZVPD.

Element x y z (Å)
C 2.255 0.129 -0.245
C 0.828 0.420 0.058
N 0.408 1.632 0.513
N -0.834 1.638 -0.223
C -1.323 0.377 -0.069
N -2.673 0.131 -0.050
C -0.257 -0.501 0.111
N -0.199 -1.902 0.194
H 2.324 -0.427 -1.181
H 2.850 1.037 -0.320
H 2.674 -0.505 0.540
H 0.974 2.455 0.349
H -2.960 -0.760 -0.428
H -3.234 0.910 -0.361
H 0.242 -2.238 1.042
H -1.074 -2.394 0.068

Forces on atoms 1 to 3 (eV/Å):
C 0.1 -0.5 0.7
C 1.6 -3.3 2.6
N -0.8 -0.9 -4.1

Values from the calculation:
Largest force on an atom in Eh/bohr: 0.100
HOMO energy in eV: -7.139
LUMO level in eV: 0.93
Structure (SMILES): Cc1[nH]nc(N)c1N
Total energy in eV: -10235.7959
Frontier orbital gap in eV: 8.1

***

# 12
Below is C4H8N4 in the gas phase in a non-equilibrium geometry, with properties calculated with ωB97M-V/def2-TZVPD.

Element x y z (Å)
H -0.649 2.478 1.535
N -1.548 1.803 1.304
C -0.989 0.941 0.675
C -1.830 -0.308 0.153
C -0.848 -1.379 -0.466
C 0.530 -0.493 -0.527
N 1.626 -0.550 -1.221
N 2.565 0.412 -0.440
N 0.293 0.675 0.106
H -2.283 -0.601 1.174
H -2.773 -0.357 -0.274
H -0.622 -2.225 0.166
H -0.771 -1.732 -1.579
H 3.355 0.590 -1.292
H 2.936 -0.376 0.317
H 1.008 1.122 0.370

Forces on atoms 1 to 3 (eV/Å):
H -3.0 -1.1 -0.2
N 2.7 5.7 3.2
C 0.2 -6.7 -5.9

Values from the calculation:
Largest force on an atom in Eh/bohr: 0.173
HOMO energy in eV: -8.691
LUMO level in eV: 0.73
Structure (SMILES): [H]/N=C1/CC/C(=N/N)N1
Total energy in eV: -10233.3308
Frontier orbital gap in eV: 9.4